# 1
Here is a structure of composition C25H33GeN2O3PdSi from the OMol25 dataset. Energies are from ωB97M-V/def2-TZVPD.

XYZ file:
```
66
Properties=species:S:1:pos:R:3:forces:R:3:mulliken_charge:R:1
Pd -0.579 0.477 0.362 -0.579 -0.486 0.078 -0.295
C -2.648 -3.237 -0.870 -0.006 -0.025 0.011 -1.607
C -2.260 -2.218 0.160 0.005 0.206 -0.075 0.675
O -2.123 -1.023 -0.144 0.038 -0.122 0.039 -0.500
N -2.081 -2.657 1.413 0.071 -0.058 0.105 0.018
C -1.830 -1.779 2.548 0.078 -0.041 -0.056 -0.099
C -0.364 -1.593 2.846 -0.003 -0.015 -0.101 0.457
C 0.220 -2.154 3.968 -0.006 -0.049 0.033 -0.898
C 1.584 -2.002 4.170 0.002 -0.043 0.067 -0.488
C 2.325 -1.306 3.234 0.045 -0.017 -0.013 -1.330
C 1.669 -0.758 2.147 -0.127 -0.027 -0.012 -0.421
N 0.350 -0.884 1.962 0.115 0.246 0.110 1.013
H -2.962 -2.726 -1.775 0.001 0.013 -0.003 0.323
H -3.446 -3.884 -0.507 0.032 0.003 -0.013 0.515
H -1.779 -3.857 -1.107 -0.023 0.015 0.016 0.325
H -2.148 -3.649 1.579 -0.046 0.010 0.015 0.262
H -2.339 -2.191 3.416 -0.010 -0.013 0.029 0.594
H -2.278 -0.817 2.319 -0.062 0.057 -0.006 -0.991
H -0.390 -2.703 4.673 0.014 -0.007 -0.013 0.481
H 2.059 -2.431 5.043 -0.017 0.007 -0.019 0.433
H 3.393 -1.179 3.339 -0.024 0.012 -0.008 0.500
H 2.210 -0.196 1.398 0.000 0.050 -0.010 0.643
Ge 0.733 -0.746 -1.396 0.775 -0.493 -0.616 -0.014
C -0.260 -0.916 -3.046 -0.142 0.160 -0.029 0.331
C -0.467 -2.196 -3.561 -0.046 0.077 -0.106 -0.396
C -1.097 -2.364 -4.789 0.012 0.012 0.062 -0.654
C -1.533 -1.256 -5.503 0.012 -0.012 0.022 -0.467
C -1.340 0.022 -4.992 0.000 -0.019 0.027 -0.677
C -0.711 0.192 -3.767 -0.031 -0.053 -0.001 -0.081
C 2.508 -0.004 -1.643 0.027 0.113 0.058 0.417
C 2.726 1.164 -2.378 0.106 -0.055 0.038 0.040
C 4.017 1.636 -2.574 -0.029 -0.031 0.037 -0.778
C 5.099 0.958 -2.023 -0.020 0.014 -0.015 -0.520
C 4.894 -0.200 -1.287 -0.062 -0.016 0.021 -0.726
C 3.602 -0.678 -1.095 0.042 0.079 -0.041 -0.047
H 0.971 -2.195 -0.898 -0.144 0.038 0.187 -0.111
H -0.117 -3.065 -3.015 0.004 0.005 -0.026 0.451
H -1.241 -3.360 -5.190 0.001 0.021 0.003 0.418
H -2.024 -1.388 -6.458 0.014 0.003 0.012 0.395
H -1.677 0.885 -5.552 -0.003 -0.015 0.018 0.413
H -0.576 1.193 -3.374 0.021 -0.002 0.000 0.347
H 1.891 1.710 -2.798 -0.001 -0.003 -0.010 0.255
H 4.180 2.532 -3.160 -0.005 -0.008 0.026 0.421
H 6.104 1.333 -2.172 -0.023 -0.015 -0.015 0.415
H 5.738 -0.736 -0.872 -0.015 0.011 0.002 0.411
H 3.451 -1.595 -0.534 0.009 0.006 -0.010 0.414
C -1.989 3.689 0.943 0.094 0.269 -0.158 -1.059
Si -2.109 1.950 1.547 0.048 0.278 0.217 0.939
C -1.700 1.871 3.352 0.147 -0.099 0.283 -1.038
C -3.818 1.318 1.230 -0.222 -0.213 -0.156 -1.158
H -2.736 4.276 1.490 0.026 0.000 -0.054 0.396
H -2.207 3.762 -0.124 0.020 0.043 0.034 0.315
H -1.007 4.130 1.119 -0.072 0.027 0.000 0.238
H -2.361 2.577 3.869 0.055 -0.044 0.023 0.480
H -0.665 2.163 3.542 -0.045 0.000 0.011 0.219
H -1.863 0.882 3.785 0.009 0.055 0.040 0.305
H -4.498 1.942 1.823 0.002 -0.040 -0.059 0.460
H -3.966 0.278 1.522 -0.061 0.048 -0.007 0.318
H -4.089 1.415 0.177 -0.027 -0.017 0.048 0.302
C 2.109 3.442 1.559 0.047 -0.118 0.011 -0.952
O 1.288 2.244 1.517 0.071 -0.007 -0.128 -0.183
C 0.612 2.018 0.388 -0.118 0.311 0.157 1.071
O 0.620 2.725 -0.584 0.026 -0.066 -0.114 -0.494
H 1.724 4.069 2.358 -0.006 0.034 0.033 0.267
H 2.072 3.959 0.607 -0.012 0.012 -0.021 0.403
H 3.125 3.130 1.783 0.019 -0.002 0.018 0.303
```
Forces are in eV/Å.

Properties
Kohn-Sham gap (spin up / spin down) (eV): 7.5 / 6.9
LUMO energy (spin up / spin down) (eV): -2.536 / -4.591
2S+1: 3
Net charge: +1
E_tot (eV): -103450.977
Energy above the lowest of the compared OMol25 structures with the same formula, charge and spin (kJ/mol): 17.2

=====

# 2
Here is a structure of composition C25H33HgO2Se from the OMol25 dataset. Energies are from ωB97M-V/def2-TZVPD.

XYZ file:
```
62
Properties=species:S:1:pos:R:3:forces:R:3:mulliken_charge:R:1
O 2.195 2.990 -1.987 -0.007 0.989 -1.535 -0.160
C 3.115 3.176 -3.112 0.040 -0.518 0.032 -0.591
C 2.976 4.692 -3.089 -0.011 -0.449 0.249 -0.756
H 2.698 2.700 -4.011 0.329 -0.004 0.227 0.207
H 4.118 2.814 -2.864 -0.214 -0.282 -0.162 0.310
C 1.854 4.401 -2.069 -0.386 1.004 -0.252 1.665
H 2.655 5.123 -4.038 0.080 0.161 0.246 0.275
H 3.848 5.199 -2.670 -0.135 0.029 -0.122 0.346
C 0.502 4.617 -2.725 -0.363 0.157 0.171 -1.650
H 0.341 3.902 -3.540 0.074 0.110 0.125 0.344
H 0.462 5.632 -3.148 0.005 -0.189 0.123 0.429
H -0.318 4.518 -2.008 0.026 -0.191 -0.151 0.314
C 1.955 5.084 -0.724 -0.140 0.096 0.060 -1.634
H 2.892 4.840 -0.213 -0.148 0.022 -0.116 0.362
H 1.106 4.783 -0.100 0.214 0.007 0.033 0.247
H 1.898 6.170 -0.870 0.005 -0.155 0.047 0.378
Hg 3.216 1.595 -0.302 0.696 -0.796 0.933 -0.026
C 0.363 -2.058 3.272 0.381 -0.657 -0.033 -0.341
C 1.508 -2.875 3.051 1.295 0.361 -0.443 -0.669
C 2.549 -2.054 2.528 -1.253 -2.068 0.967 -0.600
H 1.573 -3.943 3.257 -0.009 0.416 -0.124 0.592
C 2.053 -0.716 2.458 -2.878 1.300 0.705 -0.449
C 0.691 -0.727 2.890 2.443 1.161 -0.820 -0.481
H 0.032 0.139 2.940 0.139 -0.368 -0.018 0.539
H -0.595 -2.392 3.671 0.308 0.202 -0.221 0.432
H 3.542 -2.383 2.239 -0.182 0.043 0.073 0.430
H 2.623 0.165 2.161 -0.269 -0.378 0.019 0.488
C -2.910 -2.385 1.713 0.118 0.529 -0.111 -0.306
C -2.990 -1.321 2.653 0.040 0.210 -0.656 -1.107
C -3.090 -0.098 1.928 -0.206 -0.723 -0.329 -0.514
H -2.988 -1.417 3.736 0.021 0.000 -0.141 0.492
C -3.111 -0.415 0.537 0.032 -0.502 0.667 -1.053
C -2.955 -1.824 0.405 -0.196 0.426 0.532 -0.395
H -2.880 -2.373 -0.531 -0.121 0.087 0.133 0.488
H -2.845 -3.444 1.951 0.068 0.169 -0.021 0.434
H -3.145 0.898 2.364 -0.093 -0.167 -0.074 0.368
H -3.264 0.291 -0.277 0.153 -0.106 0.138 0.766
O -1.920 2.701 -1.330 0.657 -0.865 0.197 -0.532
C -1.405 2.490 0.003 -0.201 0.116 0.166 -0.398
C -0.508 1.231 0.014 0.211 0.291 -0.055 1.559
H -2.263 2.428 0.701 0.445 -0.157 -0.317 0.264
H -0.809 3.383 0.277 -0.269 -0.226 -0.096 0.117
C -0.648 0.608 -1.392 -0.054 0.150 0.072 -0.028
H -0.755 0.530 0.821 -0.177 0.222 -0.374 -0.912
H 0.533 1.555 0.170 -0.222 -0.113 -0.045 -0.407
C -1.562 1.576 -2.169 -0.036 0.246 -0.100 -0.504
H -1.048 -0.414 -1.377 -0.077 0.365 0.223 -0.031
H 0.335 0.550 -1.872 -0.057 0.080 -0.004 0.139
H -2.491 1.091 -2.511 0.291 0.130 0.110 0.405
H -1.024 1.982 -3.043 -0.285 -0.099 0.130 0.187
Se 0.680 -3.058 -1.415 0.342 0.842 -0.856 0.027
C 0.013 -4.403 -0.399 -0.460 -1.762 1.042 0.018
C 0.825 -4.973 0.619 -0.416 0.390 -0.132 -0.428
C 0.273 -5.804 1.581 -0.389 -0.343 -0.155 -0.333
C -1.090 -6.150 1.522 0.340 0.412 -0.306 -0.357
C -1.880 -5.673 0.464 0.068 -0.289 -0.015 -0.410
C -1.325 -4.866 -0.522 0.359 0.423 0.254 -0.421
H 1.874 -4.685 0.658 -0.279 -0.003 0.104 0.397
H 0.902 -6.178 2.389 -0.183 0.025 -0.182 0.400
H -1.526 -6.784 2.294 0.074 0.197 -0.183 0.358
H -2.944 -5.922 0.414 0.428 0.021 0.001 0.306
H -1.912 -4.520 -1.372 0.035 0.020 0.368 0.409
```
Forces are in eV/Å.

Properties
Kohn-Sham gap (spin up / spin down) (eV): 4.1 / 3.7
LUMO energy (spin up / spin down) (eV): 1.250 / 0.761
Net charge: -1
E_tot (eV): -100071.541
Energy above the lowest of the compared OMol25 structures with the same formula, charge and spin (kJ/mol): 240.5

=====

# 3
Here is a structure of composition C25H33MoN5O8P2S from the OMol25 dataset. Energies are from ωB97M-V/def2-TZVPD.

XYZ file:
```
75
Properties=species:S:1:pos:R:3:forces:R:3:mulliken_charge:R:1
Mo -0.107 -0.185 0.038 -2.921 -1.022 0.289 1.101
O 4.020 1.131 -0.076 -0.103 0.057 0.463 -0.500
P 2.522 1.360 0.250 0.615 1.426 -0.198 0.564
O 2.203 2.034 1.491 0.516 0.139 0.141 -0.563
O 1.727 0.024 0.085 1.543 -0.689 -0.012 0.014
O 1.976 2.168 -1.105 0.172 -0.171 0.376 -0.392
P 0.404 2.050 -1.278 -0.050 0.962 -1.002 1.093
O -0.050 3.243 -2.174 -0.102 -0.297 0.096 -0.521
O -0.252 2.050 0.074 0.216 -0.156 0.382 -0.250
O 0.048 0.697 -1.890 0.093 -0.597 0.156 -0.597
H 4.288 0.678 -0.877 0.044 -0.154 -0.361 0.347
H 0.634 3.826 -2.507 0.324 0.328 -0.192 0.357
C 2.479 -4.231 7.011 -0.179 -0.069 -0.062 -1.080
C 1.042 -4.353 6.521 0.393 -0.242 -0.047 -0.709
N 0.548 -3.090 5.975 -0.040 -0.094 0.035 0.140
C -0.421 -2.351 6.760 -0.127 0.301 0.311 -0.663
C 0.183 -1.704 8.004 -0.179 -0.097 -0.197 -1.231
C 0.972 -2.749 4.756 -0.235 0.375 -0.272 0.277
O 1.656 -3.457 4.034 0.201 -0.227 -0.198 -0.673
C 0.578 -1.394 4.193 0.049 0.173 -0.267 -0.431
C 0.722 -0.170 4.844 -0.175 -0.123 -0.427 0.310
C 0.404 0.987 4.148 -0.139 -0.162 -0.124 -1.192
C -0.016 0.901 2.833 -0.047 0.665 0.354 -0.402
N -0.084 -0.266 2.169 0.271 0.195 0.397 0.634
C 0.217 -1.381 2.853 0.016 -0.641 0.257 -0.489
H 2.798 -5.181 7.426 0.102 -0.114 0.069 0.399
H 2.566 -3.472 7.782 0.044 0.086 0.104 0.286
H 3.136 -3.981 6.183 0.087 0.031 -0.043 0.308
H 0.386 -4.654 7.336 -0.091 0.044 -0.076 0.407
H 0.998 -5.104 5.728 -0.109 0.027 0.122 0.372
H -1.205 -3.049 7.071 -0.011 0.090 -0.141 0.393
H -0.888 -1.595 6.124 -0.045 -0.153 0.099 0.460
H 0.460 -2.459 8.733 0.080 -0.049 0.114 0.369
H -0.548 -1.042 8.462 -0.050 0.043 0.108 0.383
H 1.072 -1.128 7.760 0.105 0.064 0.020 0.370
H 1.074 -0.118 5.862 0.016 -0.003 0.096 0.495
H 0.488 1.955 4.617 -0.008 0.073 -0.046 0.501
H -0.283 1.801 2.292 0.161 -0.189 -0.017 0.586
H 0.174 -2.325 2.321 0.059 0.100 0.084 0.634
N -3.026 2.699 0.210 -0.039 -0.005 -0.120 -0.301
C -2.771 1.714 -0.643 -0.253 0.173 0.320 0.637
S -2.462 0.125 0.027 -0.511 -0.233 0.127 -0.583
N -2.863 1.915 -1.941 0.079 0.583 0.287 -0.047
C -2.736 1.045 -3.057 -0.027 -0.568 -0.738 0.671
C -2.995 -0.320 -3.016 -0.199 0.139 0.059 -0.195
C -2.918 -1.062 -4.184 0.056 0.090 -0.020 -0.794
C -2.588 -0.458 -5.386 0.062 0.008 -0.007 -0.543
C -2.352 0.908 -5.427 -0.049 -0.084 -0.004 -0.799
C -2.429 1.658 -4.270 -0.001 -0.074 0.311 -0.441
H -2.935 2.550 1.205 0.044 -0.055 -0.220 0.236
H -3.197 3.645 -0.100 -0.067 -0.031 0.002 0.245
H -3.014 2.876 -2.241 -0.045 -0.125 0.216 0.312
H -3.314 -0.794 -2.101 -0.016 -0.022 -0.120 0.488
H -3.147 -2.117 -4.157 0.001 -0.085 0.020 0.425
H -2.532 -1.044 -6.291 -0.026 -0.032 -0.047 0.440
H -2.130 1.395 -6.364 0.053 0.030 -0.072 0.415
H -2.261 2.724 -4.308 0.042 0.175 -0.004 0.363
C -2.798 -3.251 -0.003 -0.011 -0.009 0.085 -1.073
C -1.491 -3.970 0.036 -0.037 0.184 0.065 0.718
C -1.416 -5.346 0.100 -0.127 0.205 -0.012 -0.911
C -0.189 -5.996 0.113 0.071 0.255 -0.043 -0.693
C 0.992 -5.270 0.038 0.044 0.067 0.010 -1.027
C 0.978 -3.892 -0.033 -0.019 0.210 -0.044 1.681
C 2.222 -3.079 -0.142 0.067 -0.016 -0.032 -1.391
C -0.282 -3.220 -0.017 -0.087 -2.147 0.125 -0.171
N -0.282 -1.903 -0.024 0.468 1.764 -0.576 -0.020
H -3.611 -3.931 0.237 -0.079 0.062 0.021 0.495
H -2.963 -2.858 -1.007 -0.088 0.074 -0.028 0.085
H -2.811 -2.409 0.697 -0.098 -0.205 -0.052 0.209
H -2.327 -5.923 0.140 -0.107 -0.034 0.017 0.498
H -0.156 -7.072 0.168 0.022 -0.117 0.015 0.456
H 1.937 -5.788 0.039 0.141 -0.033 -0.017 0.485
H 3.076 -3.720 -0.342 0.061 0.045 0.001 0.570
H 2.409 -2.535 0.788 0.038 -0.003 0.001 0.219
H 2.120 -2.343 -0.947 0.140 -0.114 0.083 0.235
```
Forces are in eV/Å.

Properties
Kohn-Sham gap (eV): 5.9
LUMO energy (eV): -7.837
Net charge: +2
E_tot (eV): -81555.118
Energy above the lowest of the compared OMol25 structures with the same formula, charge and spin (kJ/mol): 78.5

=====

- Which value of E_tot does entry 3 give?
  -81555.118 eV